a | Formula: C4H15N3O3
Source: the OMol25 dataset
Level of theory: the ωB97M-V functional and the def2-TZVPD basis

Bonds (Å) are listed after each position.
Positions of all 25 atoms, in Å:
1 C -0.583 1.636 2.059  C2 1.525, H9 1.086, H10 1.102, H11 1.087
2 C 0.581 0.856 1.457  C1 1.525, C3 1.582, N5 1.465, H12 1.112
3 C 1.430 1.776 0.490  C2 1.582, N4 1.479, H13 1.115, H14 1.113
4 N 0.817 1.876 -0.852  C3 1.479, H15 1.010, H16 1.009
5 N 0.049 -0.278 0.695  C2 1.465, C6 1.383, H17 1.016
6 C 0.896 -1.302 0.311  N5 1.383, N7 1.396, O8 1.221
7 N 0.350 -2.243 -0.565  C6 1.396, H18 1.005, H19 1.012
8 O 2.060 -1.203 0.665  C6 1.221
9 H -1.202 2.164 1.339  C1 1.086
10 H -1.272 1.069 2.706  C1 1.102
11 H -0.048 2.314 2.719  C1 1.087
12 H 1.287 0.476 2.227  C2 1.112
13 H 1.493 2.802 0.921  C3 1.115
14 H 2.507 1.496 0.457  C3 1.113
15 H 1.217 2.698 -1.280  N4 1.010
16 H -0.188 1.951 -0.807  N4 1.009
17 H -0.714 -0.036 0.070  N5 1.016
18 H -0.594 -2.439 -0.281  N7 1.005
19 H 0.983 -2.997 -0.796  N7 1.012
20 O -0.700 -2.316 -2.967  H21 0.963, H22 0.974
21 H 0.179 -2.675 -3.126  O20 0.963
22 H -0.473 -1.553 -2.406  O20 0.974
23 O -2.503 -1.158 -0.777  H24 0.970, H25 0.961
24 H -2.175 -1.967 -1.199  O23 0.970
25 H -3.397 -0.947 -1.058  O23 0.961

Its total charge is 0. Its HOMO-LUMO gap is 0.351 hartree.

Per-atom Löwdin charges, elementary charge units: -0.0651 -0.3513 -0.2298 -0.0007 0.0605 -0.5709 0.1325 0.0431 0.0717 0.0833 0.0737 0.1470 0.1019 0.1113 0.0624 0.0505 0.0977 0.0771 0.1161 -0.0860 0.0359 0.0192 -0.0515 0.0178 0.0538

=====

b | Formula: C4H15N3O3
Source: the OMol25 dataset
Level of theory: the ωB97M-V functional and the def2-TZVPD basis

Bonds (Å) are listed after each position.
Positions of all 25 atoms, in Å:
1 C 2.877 0.641 1.088  N2 1.459, H9 1.090, H10 1.090, H11 1.085
2 N 2.777 -0.181 -0.114  C1 1.459, C3 1.381, H12 1.004
3 C 1.582 -0.675 -0.600  N2 1.381, O4 1.222, C5 1.521
4 O 1.569 -1.042 -1.766  C3 1.222
5 C 0.425 -0.973 0.342  C3 1.521, N6 1.449, H13 1.086, H14 1.091
6 N -0.606 0.019 0.111  C5 1.449, C7 1.482, H15 1.008
7 C -1.966 -0.416 0.508  N6 1.482, N8 1.422, H16 1.088, H17 1.090
8 N -2.920 0.540 0.063  C7 1.422, H18 1.009, H19 1.003
9 H 2.469 1.637 0.916  C1 1.090
10 H 3.944 0.754 1.277  C1 1.090
11 H 2.408 0.140 1.928  C1 1.085
12 H 3.578 -0.554 -0.590  N2 1.004
13 H 0.797 -0.986 1.362  C5 1.086
14 H 0.230 -2.021 0.113  C5 1.091
15 H -0.437 0.853 0.651  N6 1.008
16 H -2.090 -1.370 0.000  C7 1.088
17 H -1.960 -0.614 1.580  C7 1.090
18 H -2.982 0.553 -0.944  N8 1.009
19 H -2.774 1.454 0.451  N8 1.003
20 O -1.250 -0.412 -2.658  H21 0.970, H22 0.971
21 H -0.765 -1.238 -2.500  O20 0.970
22 H -0.492 0.191 -2.591  O20 0.971
23 O -1.639 1.702 2.567  H24 0.972, H25 0.967
24 H -1.182 2.477 2.934  O23 0.972
25 H -2.442 2.138 2.248  O23 0.967

Its total charge is 0. Its HOMO-LUMO gap is 0.330 hartree.

Per-atom Löwdin charges, elementary charge units: -0.0796 0.0053 -0.4643 0.0367 -0.1561 -0.0589 -0.3286 0.0280 0.0819 0.0835 0.0690 0.1322 0.0973 0.1342 0.0842 0.1127 0.1030 0.0636 0.0343 -0.0804 0.0258 0.0303 -0.0532 0.0574 0.0417

=====

Out of the structures above, which one is the most stable? Solution: a.